# 1
Density functional theory data (ωB97M-V/def2-TZVPD) for a 4-piece molecular cluster, C6H15N5O2 overall at a distorted geometry.

Results
* LUMO: -0.203 hartree
* 2S+1: 1
* E_tot: -661.18888 Ha
* HOMO energy: -14.47 eV
* relative energy (zero: lowest compared OMol25 entry of this formula, charge and spin): 21.9 kcal per mole
* maximum force: 4.90 eV/A
* net charge: +2
* frontier orbital gap: 8.95 eV

Structure (XYZ):
```
28
Properties=species:S:1:pos:R:3:lowdin_charge:R:1
H -3.4036 -0.9472 -1.4411 0.14
C 3.3949 0.4383 -0.5939 -0.30
C -0.9689 -0.5550 -0.8369 -0.10
N -4.6684 -0.3503 1.2635 0.20
H 4.8058 -0.9820 -0.5823 0.05
C 1.2051 0.4526 -1.0496 0.10
N 3.7807 1.6767 -0.2627 0.03
H 3.1305 2.4440 -0.1877 0.15
H -3.9807 -0.8687 0.4267 0.07
H 5.7012 1.0625 0.1523 0.12
N -3.2066 -1.4649 -0.5845 0.04
N 3.8478 -0.6888 -0.7104 0.16
H -4.9925 -1.0391 1.9426 0.13
C 0.4539 -0.4894 -0.5377 -0.18
H -1.4792 -2.1998 0.3969 0.13
H -5.4875 0.0782 0.8295 0.13
H 1.0166 1.2576 -1.7261 0.06
C 7.5798 -1.2066 0.5038 -0.37
H 5.6293 2.6481 -0.4166 0.20
H -4.1458 0.3712 1.7609 0.13
O 6.8391 -0.3244 0.3767 0.15
O 8.2912 -2.0759 0.6280 0.32
N 5.1537 1.9576 0.1906 0.24
H -3.5392 -2.4207 -0.6957 0.14
C -1.8014 -1.4461 -0.3047 -0.14
H 0.8602 -1.2464 0.1163 0.11
H -1.3421 0.1777 -1.5408 0.12
H 5.1813 2.2939 1.1688 0.19
```


# 2
Density functional theory data (ωB97M-V/def2-TZVPD) for C16H23N6O2PtS2 as an isolated structure.

Results
* LUMO (alpha / beta): -0.094 / -0.147 hartree
* ⟨S²⟩: 2.01
* 2S+1: 3
* E_tot: -2017.96698 Ha
* HOMO energy (alpha / beta): -10.16 / -10.25 eV
* relative energy (zero: lowest compared OMol25 entry of this formula, charge and spin): 9.2 kcal per mole
* maximum force: 0.37 eV/A
* net charge: +1
* frontier orbital gap (alpha / beta): 7.60 / 6.24 eV

Structure (XYZ):
```
50
Properties=species:S:1:pos:R:3:lowdin_charge:R:1
S 0.1720 2.3979 -0.0722 0.91
H 3.7504 0.0371 1.6043 0.13
C -1.4549 -4.5746 0.2837 -0.04
H -5.1864 2.7381 3.9769 0.11
H 0.5326 3.4305 2.0383 0.08
H 3.8012 1.4932 -0.3001 0.13
N -0.6650 -2.3484 0.2247 0.01
H 2.0780 1.6643 2.4301 0.11
C 2.7393 1.3496 -0.5211 -0.24
H 2.5392 -1.2476 1.6403 0.13
H -4.7568 -1.6230 1.6806 0.10
N -2.9830 -2.7561 0.5868 0.15
O -4.0559 -0.2921 -0.8400 -0.26
H 2.1585 0.2798 3.4941 0.14
H -6.6108 1.6293 5.5933 0.10
C -0.4329 -3.6577 0.1612 -0.12
C 1.8689 0.5991 2.4910 -0.17
C -5.0718 1.7785 3.4865 -0.02
C -5.5532 -0.5818 3.3733 -0.02
H -3.9016 2.5642 1.8700 0.11
H 0.5914 -3.9663 -0.0122 0.12
H -3.5822 -4.7160 0.5929 0.12
H -1.4738 1.1801 2.4610 0.09
C -1.9400 -1.9475 0.4408 -0.49
H 2.5735 -0.6687 -0.5066 0.12
C 2.6871 -0.1802 1.4693 -0.17
Pt 0.0253 -0.0640 0.1324 1.06
C -4.3501 1.6845 2.3117 -0.07
C -0.2389 2.7561 1.6674 -0.39
H -0.3261 1.8680 3.6134 0.14
O -2.7303 1.6582 -0.0363 -0.37
H -1.2744 -5.6363 0.2167 0.11
N -6.3811 0.7303 5.2126 0.12
H -1.1693 3.3202 1.6311 0.08
N 0.4293 0.4036 2.2646 -0.16
C -4.2257 0.4578 1.6678 -0.31
H 2.1939 3.3923 -0.8118 0.09
H 0.0844 -0.4232 2.7409 0.13
H 2.6421 1.2301 -1.5995 0.13
C -5.6813 0.6462 4.0387 -0.31
C -0.4548 1.5440 2.5758 -0.23
N -1.9889 -0.5839 0.5627 -0.24
H -6.9424 -0.0442 5.5144 0.10
C -2.7279 -4.0563 0.4898 -0.09
S -3.2953 0.3498 0.1864 0.60
H -6.0384 -1.4602 3.7824 0.11
N 2.2560 0.0926 0.0816 -0.20
C 1.9801 2.6040 -0.0916 -0.41
C -4.8386 -0.6759 2.1992 -0.06
H 2.2986 2.9720 0.8808 0.07
```


# 3
Density functional theory data (ωB97M-V/def2-TZVPD) for a 2-piece molecular cluster, C3H11N2O overall.

Results
* LUMO: -0.156 hartree
* 2S+1: 1
* E_tot: -305.40637 Ha
* HOMO energy: -13.82 eV
* relative energy (zero: lowest compared OMol25 entry of this formula, charge and spin): 29.1 kcal per mole
* maximum force: 0.88 eV/A
* net charge: +1
* frontier orbital gap: 9.58 eV

Structure (XYZ):
```
17
Properties=species:S:1:pos:R:3:lowdin_charge:R:1
H 2.4068 2.4884 -0.8182 0.08
H 0.0724 2.7377 -1.2614 0.13
H 1.1010 0.2833 -0.9438 0.17
C 1.7280 2.5353 0.0236 -0.07
H -1.7045 0.3950 -0.1716 0.17
N -0.8643 -1.1462 -1.3656 0.18
H -1.5118 -4.2989 2.3606 0.02
H -0.4118 -1.1638 -2.2644 0.14
H 2.1554 1.8622 0.7639 0.08
H -0.4075 2.4071 0.3832 0.13
C 0.3136 2.1561 -0.3841 -0.20
O -0.9738 -5.0203 2.7082 -0.06
C -0.8444 0.0097 -0.7176 -0.11
H -1.4553 -1.9316 -1.1582 0.13
H -1.5624 -5.6182 3.1868 0.04
H 1.7369 3.5498 0.4246 0.09
N 0.2218 0.7545 -0.7659 0.07
```


# 4
Density functional theory data (ωB97M-V/def2-TZVPD) for C46H54BCo2N2O6 as an isolated structure at a distorted geometry.

Results
* LUMO: 0.059 hartree
* 2S+1: 1
* E_tot: -5136.16964 Ha
* HOMO energy: -4.17 eV
* maximum force: 6.29 eV/A
* net charge: -1
* frontier orbital gap: 5.77 eV

Structure (XYZ):
```
111
Properties=species:S:1:pos:R:3:lowdin_charge:R:1
C 4.9266 0.3567 5.9112 -0.12
C 6.8382 -2.9111 4.1201 -0.10
H -2.4289 0.0407 -1.3695 0.03
C 5.7132 -0.0099 8.5462 -0.11
H -4.1772 1.3870 0.3170 0.07
H 2.5541 -1.5760 9.0076 0.07
H -2.8504 2.0554 -6.5396 0.08
H -1.8651 1.2022 0.3787 0.02
H -3.5132 -1.0753 -2.5408 0.08
C -0.9995 3.1546 -4.7334 -0.05
C -1.6431 0.7472 -2.0264 -0.18
H -4.8290 4.5903 -4.9313 0.10
B -1.8314 0.1440 0.9898 0.14
H -1.2519 1.7384 -1.3646 0.03
H 7.6219 -2.2471 3.7522 0.10
H 2.6835 -2.2463 1.1961 0.11
C -5.0106 0.8042 -0.0966 -0.06
H 1.9142 -3.5276 -0.7969 0.10
H -1.3401 -3.2068 -4.1433 0.09
H -5.1727 -0.0768 0.5430 0.09
C 2.0567 -1.7714 0.4391 -0.03
C 0.6932 -1.9442 -1.5774 -0.07
C 5.1533 -3.4477 5.7851 -0.23
C 0.9034 0.2154 -0.3974 -0.12
H -5.7148 -0.7255 -3.1213 0.09
H 2.9891 1.9453 -0.0321 0.09
H 1.5163 -2.0911 -4.2044 0.07
C 4.0451 -1.9171 7.3997 -0.30
H -1.9855 3.4711 -7.1801 0.09
H -2.0769 0.5127 -5.2097 0.15
C -2.4014 3.6098 -5.0639 -0.55
H 0.1943 2.7168 -2.0341 0.07
H -6.0343 -1.3533 -1.4923 0.09
H 0.5284 3.2457 1.2877 0.09
H 2.2034 0.1690 1.3360 0.10
H -3.6454 -1.3408 -0.7689 0.08
C -5.6736 2.4822 -2.4346 -0.05
O 2.6622 -0.5981 3.8710 0.08
H -6.5278 2.2577 -1.7906 0.10
C -4.5440 1.6547 -2.4044 -0.07
C 4.2899 -3.1536 6.9030 -0.10
H -6.8462 0.1354 -2.0474 0.07
H 2.3865 2.0543 -1.6991 0.09
C 0.3840 -0.5582 -1.4682 -0.07
H -0.7574 -0.4038 1.3553 0.04
C -4.7122 0.3747 -1.5357 -0.52
H 0.4384 -0.2601 -4.3059 0.15
C 0.1923 -2.9320 -2.6724 -0.54
H -3.7155 3.5873 -6.7846 0.08
N -0.4691 0.0779 -2.4106 0.01
C -3.5031 3.1048 -4.0948 -0.07
H -0.3242 3.4086 -5.5614 0.10
C -2.3268 5.1392 -5.0919 -0.07
C 4.9161 -4.6743 5.1118 -0.06
Co 1.7092 -0.5669 6.6361 0.05
C 0.5946 2.1505 1.2304 -0.06
H -5.9254 1.4115 -0.0660 0.07
H 2.1889 -3.4806 -3.3188 0.09
H 1.4313 1.8380 1.8635 0.08
C 6.1513 -2.5746 5.2895 -0.04
C 0.7447 -1.9923 6.5398 -0.20
H -0.5382 -4.9457 -2.8894 0.09
O 0.1189 -2.9686 6.5078 0.09
H -2.8651 -0.4463 1.1930 -0.01
C -4.7060 3.8075 -4.1804 -0.05
H 0.8651 -4.8466 -1.8229 0.07
C 1.5858 -2.4959 -0.6563 -0.04
C 2.9687 -1.2692 8.0383 -0.26
O 6.6155 0.1250 9.2487 0.12
H -1.9177 -2.5542 -2.5720 0.09
H 6.3918 -1.6644 5.8469 0.09
C -5.9085 -0.4336 -2.0794 -0.05
C -1.4947 0.7920 -4.3254 -0.10
C -3.4393 1.9782 -3.2260 -0.05
O 5.3407 0.8550 4.9537 0.13
H -3.2204 5.5897 -5.5281 0.07
H 4.1776 -5.3489 5.5495 0.10
C 2.1745 2.3254 -0.6590 -0.05
C -0.2487 2.4534 -1.0688 -0.07
C -5.7565 3.5603 -3.3047 -0.06
C -0.0612 -4.3385 -2.1084 -0.06
C 3.4803 1.3998 7.8958 -0.14
H 0.9163 -3.7367 -4.5386 0.09
H -0.9508 1.9269 -4.5926 0.03
C 1.7445 -0.4160 0.5314 -0.05
H -0.3295 1.7186 1.6163 0.04
N -2.3070 1.1211 -3.2075 0.00
H 2.1523 3.4187 -0.5857 0.09
H -0.6544 3.6010 -3.7948 0.09
H -2.1863 5.5404 -4.0836 0.10
H 7.0443 -4.3233 2.4912 0.08
C 0.4545 0.6061 6.8379 -0.22
C 5.5936 -4.9935 3.9478 -0.12
H 5.3959 -5.9464 3.4546 0.09
H 3.6849 -3.9975 7.2820 0.11
H -1.4714 5.4493 -5.7050 0.09
C 2.3030 -0.5619 4.9729 -0.17
H -6.6471 4.1865 -3.3208 0.10
H -0.7335 -4.3069 -1.2428 0.10
H -1.0394 -1.3914 -3.7903 0.03
C -3.5484 -0.5864 -1.5579 -0.10
O -0.4322 1.3463 6.9590 0.06
O 3.0516 2.4414 8.1779 0.10
C -2.7615 3.1456 -6.4766 -0.04
H -0.6072 3.3546 -0.5549 0.09
C -0.5345 -0.2040 -3.8029 -0.09
C 6.5381 -4.0939 3.4296 -0.13
C 1.2728 -3.0596 -3.7511 -0.04
C -1.1129 -2.5280 -3.3131 -0.05
Co 4.2668 -0.1595 7.5374 0.05
C 0.8065 1.7536 -0.2324 -0.52
```


# 5
Density functional theory data (ωB97M-V/def2-TZVPD) for CNO5PdS2 as an isolated structure at a distorted geometry.

Results
* LUMO (alpha / beta): 0.124 / 0.050 hartree
* ⟨S²⟩: 2.01
* 2S+1: 3
* E_tot: -1393.16078 Ha
* HOMO energy (alpha / beta): -3.35 / -5.23 eV
* relative energy (zero: lowest compared OMol25 entry of this formula, charge and spin): 0.0 kcal per mole
* maximum force: 9.52 eV/A
* net charge: -1
* frontier orbital gap (alpha / beta): 6.73 / 6.59 eV

Structure (XYZ):
```
10
Properties=species:S:1:pos:R:3:lowdin_charge:R:1
O 2.3664 0.3927 1.6098 -0.24
O -1.7729 1.0446 -2.4671 -0.51
C 2.7913 -0.1046 0.4482 -0.61
N -1.9288 -0.4049 -0.2594 -0.62
O 3.9740 -0.4515 0.3171 -0.03
S -0.8720 0.2622 -1.5979 0.67
S -1.4072 -0.8575 1.0914 0.67
O -0.2354 -0.0734 1.6320 -0.77
Pd 1.0823 0.4448 0.3982 1.14
O 0.2113 1.1034 -0.9061 -0.70
```


# 6
Density functional theory data (ωB97M-V/def2-TZVPD) for one molecule with the formula C20H20Cl2N4O3 at a distorted geometry.

Results
* LUMO: 0.003 hartree
* 2S+1: 1
* E_tot: -2139.18757 Ha
* HOMO energy: -8.34 eV
* relative energy (zero: lowest compared OMol25 entry of this formula, charge and spin): 95.8 kcal per mole
* maximum force: 5.21 eV/A
* net charge: 0
* frontier orbital gap: 8.43 eV

Structure (XYZ):
```
49
Properties=species:S:1:pos:R:3:lowdin_charge:R:1
H -5.1638 -2.0598 -1.8102 0.13
H -3.3956 2.2765 -0.4360 0.11
C -5.7113 -0.1007 -1.0100 -0.18
O 4.9439 -0.3888 -0.1985 -0.01
C -5.0745 1.2878 -1.0531 -0.18
C -3.7539 1.2990 -0.4349 -0.26
H -6.6970 -0.0783 -1.5388 0.12
O -3.6726 -0.5147 1.3622 -0.04
H 3.0634 1.5546 0.1121 0.13
H -5.7338 2.0414 -0.5674 0.14
C 5.3731 0.2673 0.9594 -0.36
C 3.5074 -0.4945 -0.2499 -0.12
O 3.3684 -2.8796 -0.4090 0.01
H -5.9523 -0.4843 -0.0208 0.11
H 0.7761 2.5520 0.2779 0.14
C 5.8262 1.5906 3.3892 -0.08
H -3.1494 -1.8480 -0.7485 0.10
H 5.5715 -0.2963 4.2982 0.10
H -0.0250 -2.7036 -2.2679 0.10
C 2.7903 -1.7723 -0.6031 -0.31
C -4.8133 -1.0094 -1.8313 -0.20
C 1.2158 0.5071 -0.2933 -0.14
H -4.8628 1.1237 1.4973 0.12
H -2.9821 -0.8717 0.8350 0.04
C -3.8766 0.8729 1.0763 -0.19
H 5.9257 2.2541 4.3175 0.14
C -3.3548 -1.1205 -1.5144 -0.14
H 6.2077 3.2301 2.1691 0.10
H -3.1997 1.5721 1.5884 0.11
H 1.3285 -3.6673 -2.1994 0.09
H -2.8787 -1.3976 -2.5106 0.14
C 0.6310 -0.6342 -0.8090 -0.18
N -2.8393 0.2419 -1.0431 0.01
C 5.9787 2.1876 2.2040 -0.14
C 0.3707 1.5481 0.0383 -0.03
C 2.6702 0.5566 -0.1480 0.06
C 0.7864 -2.9951 -1.5427 -0.03
N -0.6287 -0.6283 -1.1633 0.19
C 5.6016 0.1963 3.3386 -0.06
H -4.8729 1.5511 -2.0604 0.11
Cl 5.8897 2.4767 -0.4554 0.76
C 5.7657 1.5612 0.9801 -0.61
C 5.3016 -0.4572 2.1051 -0.60
C -1.4172 0.3674 -0.8868 -0.35
N -0.9371 1.4357 -0.2793 0.14
H 0.4699 -3.5816 -0.6714 0.10
N 1.4688 -1.8052 -1.0344 0.02
Cl 5.0911 -2.1355 2.0907 0.82
H -4.9310 -0.6270 -2.8483 0.11
```